Entry from OMol25: the ion C4H9N4O with charge +1 (ωB97M-V/def2-TZVPD).

## Properties
SMILES string: CN1C[C@@H](N=O)NC1=[NH2+]
HOMO energy: -0.48556 Eh
Total charge: +1
Kohn-Sham gap: 9.05 eV
Spin multiplicity: 1
LUMO level: -4.164 eV

XYZ file:
```
18
Properties=species:S:1:pos:R:3:lowdin_charge:R:1
C -0.054 -0.323 1.696 0.01
N 0.038 0.174 0.269 -0.11
C 0.759 1.369 -0.028 -0.03
C 0.833 1.279 -1.710 -0.21
N 2.251 1.138 -2.159 0.02
O 3.100 1.692 -1.527 0.07
N -0.009 0.160 -1.934 0.13
C -0.250 -0.567 -0.789 -0.33
N -0.754 -1.802 -0.786 0.23
H -0.026 0.504 2.340 0.06
H -1.191 -0.644 1.800 0.14
H 0.649 -1.212 2.036 0.15
H 1.755 1.246 0.570 0.15
H 0.174 2.244 0.494 0.17
H 0.384 2.071 -2.189 0.13
H 0.286 -0.277 -2.786 0.16
H -0.849 -2.348 0.095 0.15
H -1.514 -1.906 -1.388 0.11
```

---

Entry from OMol25: a cluster of 2 separate species, C4H9N4O2S in total (ωB97M-V/def2-TZVPD).

## Properties
HOMO energy (spin up / spin down): -0.48408 / -0.48410 Eh
Total charge: +1
Kohn-Sham gap (spin up / spin down): 7.25 / 7.25 eV
Spin multiplicity: 1
LUMO level (spin up / spin down): -5.918 / -5.918 eV

XYZ file:
```
20
Properties=species:S:1:pos:R:3:lowdin_charge:R:1
C 0.217 0.438 0.323 -0.04
C 1.765 -1.325 -0.080 -0.15
C -2.101 1.835 -0.615 0.00
C 0.214 -1.043 0.149 -0.32
N 0.993 1.216 0.768 0.04
N 2.691 -0.574 0.712 -0.20
N -3.183 2.204 -0.020 -0.06
N -0.591 -1.679 -0.823 0.07
O 2.621 1.071 -1.042 -0.39
O -3.511 1.815 1.269 -0.04
S 2.763 1.027 0.409 1.06
H 1.990 -2.295 0.254 0.13
H 1.997 -1.262 -1.083 0.10
H -2.157 1.878 -1.708 0.09
H -1.188 1.274 -0.278 0.02
H -0.042 -1.400 1.121 0.16
H 2.824 -0.849 1.647 0.11
H -0.583 -2.709 -0.467 0.16
H -0.257 -1.678 -1.827 0.14
H -4.460 2.056 1.290 0.12
```

---

Entry from OMol25: the ion C4H9N4OS with charge +1 (ωB97M-V/def2-TZVPD).

## Properties
SMILES string: NC(=O)/[N+](N)=C/N=C\CS
HOMO energy: -0.48278 Eh
Total charge: +1
Kohn-Sham gap: 8.86 eV
Spin multiplicity: 1
LUMO level: -4.282 eV

XYZ file:
```
19
Properties=species:S:1:pos:R:3:lowdin_charge:R:1
N 3.057 1.017 -0.549 0.15
C 1.742 1.087 -0.961 -0.51
O 1.352 1.157 -2.098 0.11
N 0.811 0.705 0.068 -0.09
N 1.161 0.477 1.422 0.07
C -0.551 0.542 -0.350 -0.15
N -1.542 0.485 0.501 0.09
C -2.449 -0.359 0.709 -0.09
C -2.491 -1.691 -0.008 -0.42
S -0.968 -1.868 -0.957 0.92
H 3.312 1.863 -0.016 0.13
H 3.762 0.890 -1.250 0.12
H 2.210 0.333 1.423 0.11
H 0.748 1.151 2.176 0.15
H -0.628 1.018 -1.356 0.16
H -3.242 0.056 1.287 0.14
H -2.732 -2.497 0.755 0.13
H -3.203 -1.761 -0.765 0.05
H -0.346 -2.606 -0.032 -0.07
```

---

Entry from OMol25: a structure of composition C4H9N5 (ωB97M-V/def2-TZVPD).

## Properties
HOMO energy: -0.30869 Eh
Kohn-Sham gap: 8.74 eV
Spin multiplicity: 1
LUMO level: 0.336 eV

XYZ file:
```
18
Properties=species:S:1:pos:R:3:lowdin_charge:R:1
C 3.256 0.207 -0.009 -0.21
C 1.081 -0.313 -0.009 -0.50
C -1.005 -0.767 -0.193 -0.28
C -2.321 -1.404 -0.171 -0.07
H 3.428 1.417 -0.659 0.15
H 3.379 0.627 1.122 0.09
H 4.132 -0.460 -0.148 0.04
H -2.154 -2.517 0.135 0.12
H -2.745 -1.168 -1.236 0.12
H -2.967 -1.055 0.632 0.06
H -1.932 1.070 1.366 0.13
H -2.885 1.582 -0.023 0.09
H 0.812 1.745 -0.224 0.13
N 2.222 -0.797 -0.053 0.02
N 0.203 -1.346 0.170 0.18
N -1.002 0.723 -0.510 -0.16
N -1.888 1.596 0.349 0.03
N 0.386 0.859 -0.540 0.07
```

---

Entry from OMol25: the ion C4H9N6O4 with charge +1 (ωB97M-V/def2-TZVPD).

## Properties
SMILES string: O=[N+](C=C1NCCN1)N(O)O/N=N\O
HOMO energy (spin up / spin down): -0.47380 / -0.47378 Eh
Total charge: +1
Kohn-Sham gap (spin up / spin down): 8.18 / 8.18 eV
Spin multiplicity: 1
LUMO level (spin up / spin down): -4.711 / -4.713 eV

XYZ file:
```
23
Properties=species:S:1:pos:R:3:lowdin_charge:R:1
O -0.625 2.115 0.156 0.05
N -1.020 1.107 -0.450 -0.15
C -0.204 0.126 -0.868 0.04
C 1.148 0.066 -0.451 -0.22
N 1.826 0.945 0.257 0.11
C 3.061 0.489 0.672 -0.14
C 3.090 -1.004 0.187 -0.05
N 1.838 -1.103 -0.626 0.12
N -2.445 1.085 -0.637 -0.15
O -3.055 1.622 0.514 0.07
O -2.768 -0.127 -0.946 -0.08
N -2.236 -1.218 0.128 0.13
N -3.021 -1.918 0.644 -0.04
O -4.344 -1.885 0.588 0.09
H -0.623 -0.560 -1.611 0.15
H 1.482 1.856 0.480 0.15
H 3.089 0.558 1.726 0.11
H 4.010 1.155 0.372 0.18
H 3.969 -1.426 -0.477 0.17
H 2.933 -1.542 1.094 0.11
H 1.426 -1.750 -1.187 0.11
H -2.967 2.588 0.507 0.13
H -4.563 -1.180 -0.072 0.13
```

---

Entry from OMol25: an isolated molecule of C4H9N7 (ωB97M-V/def2-TZVPD).

## Properties
SMILES string: [H]/N=C(/N)NCCc1nnn[nH]1
HOMO energy: -0.32332 Eh
Kohn-Sham gap: 9.26 eV
Spin multiplicity: 1
LUMO level: 0.459 eV

XYZ file:
```
20
Properties=species:S:1:pos:R:3:lowdin_charge:R:1
H 3.167 1.840 -0.813 0.03
N 2.998 1.583 0.161 0.09
C 2.041 0.753 0.261 -0.58
N 1.813 0.155 1.477 0.11
N 1.171 0.323 -0.762 0.03
C 0.574 -0.972 -0.818 -0.24
C -0.932 -0.972 -1.043 -0.11
C -1.658 -0.283 0.085 -0.33
N -1.278 -0.138 1.338 0.06
N -2.280 0.489 1.989 -0.04
N -3.253 0.733 1.218 0.00
N -2.879 0.256 -0.015 0.07
H 2.350 0.604 2.231 0.11
H 0.854 0.045 1.758 0.04
H 1.450 0.657 -1.672 0.12
H 0.748 -1.477 0.155 0.12
H 1.050 -1.565 -1.614 0.12
H -1.135 -0.401 -1.960 0.12
H -1.271 -2.005 -1.193 0.12
H -3.529 0.376 -0.782 0.16
```

---

Ordered energy relative to the best compared isomer or geometry (same formula, charge and spin) results: 332.9, 363.0, 215.2, 587.8, 80.2, 3.9; unit kJ/mol.
Ordered electronic energy results: -12292.171, -25171.257, -23128.407, -11738.540, -21407.860, -14723.956; unit eV.